{"formula": "C5H9NO", "method": "ωB97M-V/def2-TZVPD", "fmax_ev_per_a": 1.089, "energy_ev": -8868.1888, "relative_energy_kj_mol": 98.8, "lumo_energy_ev": 0.88, "symbols": ["C", "C", "C", "C", "O", "C", "N", "H", "H", "H", "H", "H", "H", "H", "H", "H"], "xyz": [[-2.1243, -0.2201, -0.1122], [-0.6091, -0.4420, -0.1368], [0.1750, 0.8812, -0.1506], [1.6762, 0.6744, -0.0107], [2.1024, -0.2687, -0.9796], [-0.1895, -1.2733, 1.0044], [0.1625, -1.9127, 1.9027], [-2.4218, 0.3892, -0.9716], [-2.4265, 0.3027, 0.8009], [-2.6649, -1.1696, -0.1573], [-0.3297, -1.0008, -1.0369], [-0.0473, 1.3889, -1.0967], [-0.1700, 1.5340, 0.6616], [1.8943, 0.3132, 1.0030], [2.1998, 1.6320, -0.1460], [2.7729, -0.8284, -0.5743]], "forces_ev_per_angstrom": [[-0.095, 0.022, -0.008], [0.012, -0.017, -0.022], [0.009, 0.072, -0.004], [-0.136, 0.243, 0.275], [0.217, -0.159, 0.014], [0.303, -0.542, 0.747], [-0.347, 0.613, -0.831], [0.055, -0.090, 0.114], [0.054, -0.068, -0.124], [0.082, 0.134, 0.005], [-0.048, 0.050, 0.136], [0.024, -0.079, 0.114], [0.028, -0.100, -0.110], [-0.010, 0.039, -0.143], [-0.090, -0.157, 0.005], [-0.058, 0.038, -0.168]]}